1.
C11H12BrClTi | ωB97M-V/def2-TZVPD

```
26
C11H12BrClTi | the OMol25 dataset | ωB97M-V/def2-TZVPD
C 1.678 1.586 -0.037
C 0.444 2.230 0.346
C 0.034 1.671 1.619
H -0.095 2.992 -0.229
C 1.011 0.689 2.016
C 2.020 0.618 0.983
H 2.889 -0.051 0.990
H 2.256 1.807 -0.941
H -0.889 1.908 2.154
H 0.977 0.070 2.922
Ti -0.091 0.017 0.053
Br -2.361 0.937 -0.202
C -0.631 -1.810 -1.319
C 0.737 -1.988 -0.909
C 1.516 -0.902 -1.493
H 1.126 -2.775 -0.246
C 0.621 -0.062 -2.247
C -0.702 -0.629 -2.155
H -1.609 -0.226 -2.628
H -1.483 -2.424 -1.016
H 2.600 -0.769 -1.376
H 0.881 0.851 -2.794
Cl -2.530 -2.211 2.418
C -1.373 -1.016 1.635
H -1.541 -1.739 0.744
H -1.238 -0.375 2.526
```

Total charge = -2
Energy above the lowest of the compared OMol25 structures with the same formula, charge and spin = 334.7 kJ/mol
Spin multiplicity = 3

***

2.
C11H12Cl2N4O2S2 | ωB97M-V/def2-TZVPD

```
33
C11H12Cl2N4O2S2 | the OMol25 dataset | ωB97M-V/def2-TZVPD
C 0.036 -2.469 -0.318
H -0.545 -2.053 0.499
H -0.033 -1.827 -1.189
H -0.281 -3.481 -0.547
S 1.773 -2.569 0.185
C 2.085 -0.882 0.379
N 1.218 0.095 0.162
C 1.936 1.202 0.455
N 3.173 0.961 0.837
N 3.262 -0.388 0.793
C 4.469 -1.082 1.126
H 5.061 -0.436 1.770
H 4.222 -2.010 1.643
H 5.039 -1.316 0.225
N 1.367 2.441 0.389
S 0.179 2.683 -0.784
O -0.226 4.045 -0.644
O 0.641 2.242 -2.064
C -1.116 1.578 -0.242
C -1.611 0.656 -1.143
C -2.617 -0.231 -0.790
C -3.105 -0.154 0.518
C -2.629 0.772 1.431
C -1.627 1.652 1.042
Cl -1.029 2.820 2.131
H -3.027 0.814 2.432
Cl -4.341 -1.242 1.024
C -3.163 -1.229 -1.759
H -2.647 -1.158 -2.712
H -3.054 -2.239 -1.367
H -4.226 -1.053 -1.919
H -1.177 0.646 -2.130
H 1.992 3.212 0.567
```

Total energy = -68372.3373 eV
Total charge = 0
SMILES string = CSc1nc(NS(=O)(=O)c2cc(C)c(Cl)cc2Cl)nn1C

***

3.
C11H12ClN3S | ωB97M-V/def2-TZVPD

```
28
C11H12ClN3S | the OMol25 dataset | ωB97M-V/def2-TZVPD
C 2.897 -0.102 0.131
H 3.143 0.664 -0.601
H 2.095 0.271 0.763
H 3.773 -0.288 0.746
C 2.457 -1.395 -0.562
C 1.227 -1.155 -1.353
N -0.008 -1.284 -0.923
C -0.763 -0.876 -1.972
N -0.062 -0.514 -3.025
N 1.210 -0.696 -2.621
H 1.972 -0.491 -3.247
S -2.492 -0.819 -1.916
C -2.711 -0.969 -0.097
C -1.970 0.106 0.630
C -2.188 1.444 0.323
C -1.474 2.442 0.959
C -0.531 2.097 1.914
C -0.306 0.769 2.241
C -1.025 -0.220 1.594
H -0.839 -1.255 1.832
H 0.428 0.515 2.990
Cl 0.382 3.337 2.703
H -1.640 3.479 0.712
H -2.913 1.703 -0.434
H -2.366 -1.958 0.197
H -3.789 -0.889 0.047
H 3.251 -1.758 -1.219
H 2.240 -2.156 0.187
```

Total energy = -39430.1191 eV
Total charge = 0
SMILES string = CCc1nc(SCc2ccc(Cl)cc2)n[nH]1

***

4.
C11H12CrI2NO | ωB97M-V/def2-TZVPD

```
28
C11H12CrI2NO | the OMol25 dataset | ωB97M-V/def2-TZVPD
Cr -0.020 -0.036 0.125
C -0.614 0.388 2.268
C -1.085 -0.907 1.954
C 0.028 -1.704 1.621
C 1.201 -0.909 1.762
C 0.802 0.383 2.177
H -1.208 1.180 2.699
H -2.101 -1.251 2.065
H 0.009 -2.767 1.429
H 2.215 -1.277 1.723
H 1.455 1.167 2.534
O -0.370 -1.300 -1.570
C 0.253 -0.911 -2.792
C 1.369 0.043 -2.470
C 2.314 0.411 -3.421
C 3.336 1.275 -3.059
C 3.374 1.744 -1.750
C 2.383 1.351 -0.872
N 1.395 0.518 -1.216
H -0.961 -2.049 -1.734
H -0.478 -0.416 -3.449
H 0.652 -1.789 -3.314
H 2.245 0.014 -4.422
H 4.088 1.568 -3.776
H 4.160 2.401 -1.414
H 2.382 1.704 0.150
I -2.075 1.679 -0.890
I -1.914 4.095 0.255
```

Total charge = +2
Energy above the lowest of the compared OMol25 structures with the same formula, charge and spin = 23.5 kJ/mol
Spin multiplicity = 4

***

5.
C11H12F3IrO5S | ωB97M-V/def2-TZVPD

```
33
C11H12F3IrO5S | the OMol25 dataset | ωB97M-V/def2-TZVPD
Ir -0.641 1.403 1.733
O -3.496 2.453 1.303
C -3.304 1.814 2.372
O -2.268 1.266 2.832
H -4.228 1.714 3.036
C 4.396 -0.438 -1.996
C 3.154 -0.591 -1.169
C 1.888 -0.404 -1.736
C 0.737 -0.525 -0.954
C 0.837 -0.832 0.406
C 2.100 -1.000 0.980
C 3.252 -0.880 0.198
S -0.641 -0.992 1.434
C -0.676 -2.802 1.486
O -1.793 -0.550 0.579
H 4.167 -0.453 -3.067
H 5.091 -1.260 -1.797
H 4.887 0.512 -1.761
H 1.786 -0.159 -2.792
H -0.238 -0.374 -1.413
H 2.203 -1.219 2.040
H 4.228 -1.008 0.661
H -0.695 -3.207 0.471
H -1.581 -3.114 2.015
H 0.199 -3.174 2.025
F -4.036 0.641 -1.354
C -3.398 1.811 -1.638
F -4.100 2.814 -1.039
F -3.488 2.004 -2.983
C -1.918 1.782 -1.133
O -1.004 1.935 -2.007
O -1.749 1.605 0.118
H 0.330 1.227 3.148
```

Total charge = 0
Energy above the lowest of the compared OMol25 structures with the same formula, charge and spin = 39.5 kJ/mol
Spin multiplicity = 5

***

6.
C11H12FeN2P | ωB97M-V/def2-TZVPD

```
27
C11H12FeN2P | the OMol25 dataset | ωB97M-V/def2-TZVPD
C 0.460 0.014 -2.229
C -0.824 -0.702 -2.174
C -0.629 -1.863 -1.426
C 0.779 -1.889 -1.002
C 1.468 -0.797 -1.618
Fe 0.000 0.000 0.000
P -0.524 2.171 0.401
H 0.640 0.933 -2.791
H -1.760 -0.356 -2.614
H -1.382 -2.607 -1.163
H 2.535 -0.583 -1.564
H 1.250 -2.704 -0.447
H -1.491 2.427 1.402
H -1.048 2.938 -0.669
H 0.527 3.018 0.832
N 0.000 0.000 7.344
C 0.000 0.000 6.198
C 0.000 0.000 4.757
C -0.464 -1.230 4.166
C -0.638 -1.341 2.768
N -0.414 -0.240 2.019
C 0.058 0.897 2.733
C 0.237 1.047 4.052
H -0.667 -2.096 4.786
H -0.899 -2.283 2.305
H 0.563 1.721 2.357
H 0.612 1.963 4.503
```

Total charge = -1
Energy above the lowest of the compared OMol25 structures with the same formula, charge and spin = 0.0 kJ/mol
Spin multiplicity = 5

***

7.
C11H12IN2S | ωB97M-V/def2-TZVPD

```
27
C11H12IN2S | the OMol25 dataset | ωB97M-V/def2-TZVPD
C -0.324 -3.540 -0.075
C 0.391 -3.204 -1.225
C -0.673 -2.596 0.872
C 0.794 -1.906 -1.474
C -0.272 -1.289 0.635
C 0.456 -0.954 -0.525
C 0.155 0.856 0.715
C 1.321 2.583 -0.567
C 1.363 1.370 -1.154
C 1.933 3.850 -1.029
C -1.136 -0.042 2.643
N -0.437 -0.137 1.390
N 0.706 0.403 -0.433
S 0.425 2.527 0.955
I -3.849 0.550 -0.469
H -0.614 -4.567 0.078
H 0.639 -3.978 -1.933
H -1.231 -2.865 1.752
H 1.344 -1.645 -2.363
H -5.178 0.997 -1.163
H 1.832 1.125 -2.088
H 1.364 4.708 -0.678
H 1.978 3.871 -2.116
H 2.951 3.944 -0.646
H -0.856 0.880 3.150
H -2.215 -0.046 2.476
H -0.867 -0.893 3.271
```

Total charge = +1
Energy above the lowest of the compared OMol25 structures with the same formula, charge and spin = 0.0 kJ/mol

***

8.
C11H12N3 | ωB97M-V/def2-TZVPD

```
26
C11H12N3 | the OMol25 dataset | ωB97M-V/def2-TZVPD
C 2.811 1.948 0.232
C 1.122 -2.560 -0.146
C 3.169 0.538 0.173
C 2.275 -1.790 -0.194
C 1.477 2.387 0.216
C -0.142 -2.027 -0.189
C 2.159 -0.414 -0.021
C 0.871 0.076 -0.069
C 0.489 1.434 -0.021
C -1.809 2.478 -0.252
C -4.035 -2.243 0.427
N -0.194 -0.666 -0.266
N -0.940 1.362 -0.181
N -1.276 0.101 -0.331
H 3.566 2.685 0.513
H 1.253 -3.609 -0.313
H 4.186 0.122 0.212
H 3.315 -2.278 -0.227
H 1.300 3.403 0.373
H -1.137 -2.547 -0.473
H -1.457 3.186 0.411
H -2.007 3.092 -1.149
H -2.922 2.182 -0.014
H -4.659 -3.052 -0.136
H -2.992 -2.196 0.336
H -4.422 -1.611 1.090
```

Total charge = +1
Energy above the lowest of the compared OMol25 structures with the same formula, charge and spin = 573.0 kJ/mol

***

9.
C11H12N4O2S | ωB97M-V/def2-TZVPD

```
30
C11H12N4O2S | the OMol25 dataset | ωB97M-V/def2-TZVPD
C 0.213 -1.851 2.137
H 0.988 -2.586 2.380
O 0.745 -0.741 1.464
C 1.383 -0.936 0.276
C 1.523 -2.173 -0.342
C 2.233 -2.291 -1.524
C 2.838 -1.187 -2.096
C 2.710 0.046 -1.485
C 1.969 0.193 -0.320
C 1.830 1.562 0.245
O 2.775 2.288 0.430
C 0.411 2.027 0.485
H -0.076 1.446 1.267
H 0.401 3.090 0.724
S -0.588 1.757 -1.026
C -1.779 0.658 -0.407
N -2.602 -0.001 -1.186
N -3.370 -0.700 -0.307
C -2.968 -0.415 0.953
N -1.961 0.431 0.921
N -3.575 -0.889 2.074
H -4.058 -1.769 2.002
H -3.056 -0.742 2.923
H -4.133 -1.265 -0.640
H 3.169 0.925 -1.913
H 3.403 -1.285 -3.010
H 2.319 -3.261 -1.991
H 1.078 -3.056 0.091
H -0.578 -2.336 1.555
H -0.208 -1.456 3.061
```

Total charge = 0
Energy above the lowest of the compared OMol25 structures with the same formula, charge and spin = 8.8 kJ/mol
SMILES string = COc1ccccc1C(=O)CSc1n[nH]c(N)n1

***

10.
C11H12NO2 | ωB97M-V/def2-TZVPD

```
26
C11H12NO2 | the OMol25 dataset | ωB97M-V/def2-TZVPD
C 0.213 -1.273 -2.340
C -1.562 -0.057 0.743
C -1.594 -0.691 -0.529
C -0.256 -0.715 -1.039
C 0.502 -0.080 -0.108
C -2.729 0.107 1.467
C -3.924 -0.386 0.977
C -3.968 -1.005 -0.279
C -2.813 -1.140 -1.028
N -0.281 0.385 0.907
H -2.701 0.649 2.404
H -4.824 -0.332 1.581
H 0.107 0.697 1.788
H -4.923 -1.325 -0.687
H 1.572 0.064 -0.028
H -2.941 -1.689 -1.959
H 0.845 -2.152 -2.174
H 0.758 -0.601 -3.005
H -0.626 -1.616 -2.949
C 3.209 2.224 -0.365
C 3.642 0.948 0.492
O 4.439 0.202 -0.100
O 3.116 0.928 1.626
H 2.582 1.876 -1.192
H 4.104 2.634 -0.826
H 2.735 2.881 0.359
```

Total charge = -1
Energy above the lowest of the compared OMol25 structures with the same formula, charge and spin = 64.4 kJ/mol

***

11.
C11H12NO2S | ωB97M-V/def2-TZVPD

```
27
C11H12NO2S | the OMol25 dataset | ωB97M-V/def2-TZVPD
C 3.320 -0.903 -0.193
C 2.471 -1.643 -1.017
C 2.781 -0.170 0.827
C 1.101 -1.553 -0.892
C 1.391 -0.139 1.031
C 0.476 -0.739 0.202
C -1.904 -1.727 -0.133
C -1.478 1.929 0.817
C -1.603 0.460 1.348
C -1.899 1.773 -0.637
C -0.905 -0.522 0.388
N -1.297 0.818 -1.474
O -1.405 -2.596 -0.862
O -3.072 -1.519 0.177
S 0.222 1.348 -1.880
H 4.339 -0.827 -0.496
H 3.016 -2.208 -1.870
H 3.341 0.347 1.599
H 0.383 -2.173 -1.298
H 1.057 0.408 1.942
H -2.117 2.720 1.187
H -0.390 2.206 0.688
H -1.079 0.348 2.303
H -2.608 0.051 1.497
H -3.050 1.339 -0.566
H -1.919 2.831 -0.990
H 0.829 0.139 -1.700
```

Total charge = -1
Energy above the lowest of the compared OMol25 structures with the same formula, charge and spin = 286.3 kJ/mol

***

12.
C11H12NO6Sn | ωB97M-V/def2-TZVPD

```
31
C11H12NO6Sn | the OMol25 dataset | ωB97M-V/def2-TZVPD
O 1.915 1.898 -5.079
C 1.193 1.771 -4.177
Sn 0.046 0.131 0.057
O -1.258 1.981 -2.109
C -0.818 1.287 -1.300
C -1.490 0.033 1.329
O -2.351 0.049 2.110
C 1.192 -1.264 0.997
O 1.907 -2.015 1.512
C -0.714 -1.558 -1.096
O -1.048 -2.457 -1.791
H 1.337 -0.032 -1.196
O 0.785 1.681 1.098
C 0.767 1.454 2.491
C 1.927 0.711 3.035
C 2.627 1.488 4.160
C 1.829 1.508 5.455
C 0.515 2.283 5.432
C -0.562 1.695 4.492
N -0.253 1.968 3.059
H 1.535 -0.244 3.431
H 2.647 0.483 2.258
H 3.537 0.955 4.350
H 2.878 2.481 3.802
H 1.626 0.486 5.763
H 2.452 1.962 6.209
H 0.091 2.226 6.415
H 0.668 3.335 5.185
H -0.644 0.614 4.640
H -1.500 2.149 4.710
H -0.988 2.436 2.553
```

Total charge = +3
Energy above the lowest of the compared OMol25 structures with the same formula, charge and spin = 362.4 kJ/mol

***

13.
C11H12O | ωB97M-V/def2-TZVPD

```
24
C11H12O | the OMol25 dataset | ωB97M-V/def2-TZVPD
C -0.628 -1.903 -2.825
C -0.016 -0.664 -2.855
C -1.327 -2.236 -1.662
C 0.069 0.145 -1.736
C -1.471 -1.275 -0.607
C -0.773 -0.072 -0.626
C 1.234 0.194 2.636
C 0.952 -1.037 1.885
C -0.600 0.897 0.553
C 0.077 0.167 1.677
C -0.399 2.307 0.279
O -1.265 0.565 1.760
H -0.436 -2.481 -3.660
H 0.618 -0.297 -3.713
H -1.842 -3.206 -1.591
H 0.501 1.128 -1.651
H -2.287 -1.533 0.088
H 1.113 -0.004 3.733
H 2.171 0.807 2.509
H 1.652 -1.331 1.078
H 0.450 -1.928 2.331
H 0.514 2.597 -0.338
H -0.403 2.839 1.173
H -1.208 2.691 -0.332
```

Total charge = 0
Energy above the lowest of the compared OMol25 structures with the same formula, charge and spin = 280.8 kJ/mol
SMILES string = C[C@]1(c2ccccc2)OC12CC2

***

14.
C11H12O2 | ωB97M-V/def2-TZVPD

```
25
C11H12O2 | the OMol25 dataset | ωB97M-V/def2-TZVPD
C 1.834 -1.233 0.444
C 1.045 -0.437 -0.565
C 1.902 1.138 -0.577
C 1.053 1.807 0.575
C -0.444 2.098 -0.044
C -1.210 0.577 0.181
C -2.503 0.337 0.664
C -3.094 -0.873 0.359
C -2.410 -1.987 -0.108
C -1.083 -1.721 -0.488
C -0.590 -0.465 -0.268
H 3.852 -1.647 0.468
H 1.103 -1.039 -1.532
H 1.972 1.705 -1.746
H 2.964 0.778 -0.181
H 0.964 1.261 1.690
H 1.535 2.875 0.791
H -0.247 1.967 -1.784
H -1.330 3.358 0.348
H -3.235 1.078 0.628
H -3.981 -0.979 0.711
H -2.545 -3.045 -0.349
H -0.321 -2.541 -0.681
O 2.946 -1.835 -0.230
O 1.822 -1.179 1.693
```

Total charge = 0
Energy above the lowest of the compared OMol25 structures with the same formula, charge and spin = 997.1 kJ/mol

***

15.
C11H12O2P | ωB97M-V/def2-TZVPD

```
26
C11H12O2P | the OMol25 dataset | ωB97M-V/def2-TZVPD
C -2.949 2.278 0.276
C -3.796 1.197 0.387
C -1.561 2.129 0.188
C -3.255 -0.026 0.257
C -0.982 0.887 0.139
C -1.865 -0.286 0.197
C 2.990 1.244 -0.194
C 1.444 -1.737 0.650
C 2.713 -1.413 -0.028
C 0.333 -1.817 -0.453
C 2.626 -0.135 -0.809
O 2.792 2.260 0.478
O 3.940 0.658 -0.879
P -1.326 -1.964 0.207
H -3.413 3.200 0.041
H -4.858 1.412 0.458
H -0.997 2.972 -0.033
H -4.003 -0.879 0.321
H 0.068 0.773 0.208
H 1.385 -2.681 1.233
H 1.046 -0.908 1.268
H 3.416 -1.147 0.712
H 2.970 -2.280 -0.572
H 0.567 -0.952 -1.120
H 0.617 -2.605 -1.136
H 2.096 -0.179 -1.796
```

Total charge = -1
Energy above the lowest of the compared OMol25 structures with the same formula, charge and spin = 318.4 kJ/mol

***

16.
C11H12Si | ωB97M-V/def2-TZVPD

```
24
C11H12Si | the OMol25 dataset | ωB97M-V/def2-TZVPD
C 0.008 0.134 -4.021
C -0.975 -0.881 -3.797
C 0.639 0.750 -3.011
C -1.356 -1.167 -2.505
C 0.390 0.429 -1.648
C -0.748 -0.505 -1.421
C 0.901 1.022 -0.599
C -0.282 -0.085 0.824
C -1.048 -0.726 -0.131
C -0.378 -1.051 3.905
C 1.452 1.504 3.047
Si 0.272 0.090 2.498
H 0.165 0.602 -4.974
H -1.527 -1.309 -4.576
H 1.285 1.634 -3.135
H -2.032 -1.950 -2.392
H 1.875 1.324 -0.420
H -1.875 -1.378 0.087
H -1.455 -0.914 3.776
H -0.012 -2.212 3.938
H -0.303 -0.760 4.933
H 2.405 1.183 3.363
H 1.538 2.271 2.333
H 1.060 1.998 3.926
```

Total charge = 0
Energy above the lowest of the compared OMol25 structures with the same formula, charge and spin = 274.5 kJ/mol

***

17.
C11H13B | ωB97M-V/def2-TZVPD

```
25
C11H13B | the OMol25 dataset | ωB97M-V/def2-TZVPD
B -0.173 1.742 -0.162
C 1.159 -3.023 -0.006
C 1.961 -1.983 0.514
C -0.139 -2.717 -0.308
C 1.457 -0.746 0.873
C -0.752 -1.565 0.158
C 0.070 -0.555 0.723
C -2.053 -1.000 0.010
C -2.107 0.245 0.521
C -0.740 0.699 0.920
C 1.020 2.627 0.227
C -0.737 1.795 -1.611
H 1.588 -3.940 -0.287
H 3.035 -2.203 0.774
H -0.746 -3.461 -0.869
H 2.104 0.029 1.372
H -2.931 -1.508 -0.401
H -2.912 0.889 0.684
H -0.529 0.955 2.011
H 0.784 3.524 0.873
H 1.509 2.891 -0.641
H 1.593 1.889 0.741
H -0.542 0.870 -2.048
H -0.144 2.461 -2.249
H -1.776 2.084 -1.819
```

Total charge = 0
Energy above the lowest of the compared OMol25 structures with the same formula, charge and spin = 0.0 kJ/mol
SMILES string = CB(C)[C@H]1C=Cc2ccccc21